{"formula": "C47H43BrCdClNOP2S2", "method": "ωB97M-V/def2-TZVPD", "elements": ["Cd", "Br", "Cl", "S", "S", "P", "P", "O", "N", "C", "C", "C", "C", "C", "C", "C", "C", "C", "C", "C", "C", "C", "C", "C", "C", "C", "C", "C", "C", "C", "C", "C", "C", "C", "C", "C", "C", "C", "C", "C", "C", "C", "C", "C", "C", "C", "C", "C", "C", "C", "C", "C", "C", "C", "C", "C", "H", "H", "H", "H", "H", "H", "H", "H", "H", "H", "H", "H", "H", "H", "H", "H", "H", "H", "H", "H", "H", "H", "H", "H", "H", "H", "H", "H", "H", "H", "H", "H", "H", "H", "H", "H", "H", "H", "H", "H", "H", "H", "H"], "xyz": [[-1.973217, -0.468399, 0.546492], [-5.774318, 4.536427, 1.700499], [0.479591, -5.280704, 6.060092], [-2.665585, -0.128291, -1.894474], [-4.310184, -1.710521, 0.656179], [1.212689, 1.968834, -0.323941], [1.446393, -0.807937, -2.313495], [-1.371388, 2.214772, 0.733831], [-3.634183, 1.074291, 2.205751], [1.417522, 0.506351, -3.629457], [-3.771503, -1.476480, -2.094236], [0.653061, -2.906000, 4.744334], [-4.069816, 2.254390, 1.784380], [-5.533149, -3.595041, -2.664300], [-0.283504, -4.738500, 3.500131], [0.496929, -2.085801, 3.642577], [2.347226, -2.390058, -4.544765], [0.535851, 2.370295, -2.016569], [-1.753184, 2.442476, 4.460757], [4.469512, 5.200302, 0.378510], [4.210024, -0.043706, -2.258961], [0.288395, -3.081005, -3.541729], [-5.350553, -3.155605, -1.364259], [0.259479, -4.231871, 4.670155], [5.988194, -1.537317, -1.629290], [-6.015347, 2.116951, 3.187930], [-4.467904, -2.116008, -1.038206], [3.693984, -2.258945, -1.518435], [-0.629809, 2.711159, 1.866683], [-0.053606, -2.550941, 2.431548], [-0.133443, 2.972063, 0.482043], [-1.289807, 3.857422, 2.544632], [1.458673, 1.981584, -3.189092], [-0.146204, -1.728275, 1.244349], [3.255398, -1.023938, -2.003180], [5.043247, -2.513440, -1.338738], [2.228156, -3.396719, -5.488492], [-4.834975, -2.980575, -3.694844], [-3.973865, -1.936513, -3.402120], [2.493296, 3.274165, -0.126766], [-4.360380, 0.401297, 3.091457], [3.680332, 2.934925, 0.523415], [-0.068740, 1.667238, 2.822183], [1.325382, 2.072468, 3.324184], [5.564793, -0.300365, -2.087099], [4.654968, 3.885891, 0.787481], [-5.245482, 2.804763, 2.269826], [-0.440801, -3.906880, 2.408229], [1.127086, -4.245297, -5.469216], [0.156231, -4.084436, -4.494235], [3.299110, 5.548752, -0.281968], [-5.557940, 0.873944, 3.600231], [-0.981118, 1.457775, 3.999554], [2.316970, 4.598996, -0.525405], [1.374417, -2.212318, -3.557022], [-1.816010, 3.724261, 3.768386], [3.150790, 6.573785, -0.604887], [0.820571, -1.052876, 3.708041], [0.621617, -0.956239, 1.200958], [2.990705, -3.515826, -6.250759], [6.288359, 0.471173, -2.325518], [1.961837, 2.315188, 2.475126], [-1.373237, 4.778745, 1.980032], [1.191334, 2.586735, -4.063020], [-6.125635, 0.286053, 4.308790], [-2.320856, 4.551493, 4.256865], [-0.710708, -4.733730, -4.469684], [-6.936017, 2.537112, 3.569521], [2.208599, 0.306123, -4.357412], [-6.205097, -4.423911, -2.861440], [5.229205, 5.946036, 0.584459], [-4.954491, -3.317586, -4.719154], [0.299142, 3.433779, -2.046614], [2.978024, -3.039064, -1.292098], [3.826265, 1.903292, 0.828091], [5.365360, -3.484957, -0.982586], [-0.414170, 1.827561, -2.059251], [1.790542, 1.258847, 3.886664], [3.899618, 0.930467, -2.608149], [-0.953577, 0.488416, 4.488914], [-3.425400, -1.440748, -4.194551], [1.091374, -2.522523, 5.657233], [3.210088, -1.734669, -4.565489], [-0.146331, -2.335351, 0.341939], [1.027585, -5.029609, -6.211020], [-0.856352, -4.315931, 1.494073], [1.258451, 2.945109, 3.977344], [2.481205, 2.258002, -2.913175], [-3.963682, -0.558764, 3.400889], [7.045745, -1.739582, -1.505409], [5.561807, 3.607797, 1.312983], [-0.556005, -5.784113, 3.433305], [-3.454565, 2.762995, 1.053827], [0.019490, 0.736984, 2.257021], [-2.382461, 2.307108, 5.334500], [1.396613, 4.887196, -1.015438], [-0.474486, -2.968200, -2.781626], [0.457008, 0.318134, -4.119364], [-5.889157, -3.624361, -0.549456]], "atomic_forces_ev_per_a": [[-0.35, -0.31, -0.02], [0.00, -0.01, -0.04], [0.00, -0.05, 0.05], [0.38, 0.25, 0.26], [0.24, 0.13, 0.19], [-0.43, 0.17, -0.07], [0.16, -0.49, -0.31], [-0.20, -0.59, 0.19], [0.09, -0.12, -0.12], [-0.09, 0.34, 0.33], [-0.04, -0.15, 0.01], [-0.04, -0.07, 0.07], [0.01, 0.05, -0.08], [-0.07, -0.05, 0.08], [0.04, -0.01, 0.07], [-0.11, 0.06, -0.17], [-0.09, -0.04, 0.04], [0.41, -0.47, -0.19], [0.00, -0.08, 0.13], [-0.03, -0.07, 0.05], [-0.04, -0.03, -0.03], [-0.10, 0.10, 0.12], [0.07, 0.02, -0.10], [0.03, 0.03, -0.04], [0.04, 0.05, -0.05], [0.14, -0.03, -0.06], [-0.06, -0.13, -0.11], [0.11, 0.08, 0.06], [0.45, -0.02, -0.30], [0.00, -0.30, 0.29], [0.18, 0.66, 0.14], [-0.23, 0.02, 0.17], [-0.16, -0.09, 0.30], [-0.39, 0.82, -0.39], [-0.05, 0.12, 0.02], [0.03, -0.06, 0.03], [0.04, 0.02, -0.06], [0.00, -0.04, -0.12], [-0.04, 0.00, 0.07], [0.17, -0.10, 0.01], [-0.01, 0.00, 0.03], [-0.05, -0.03, -0.06], [-0.17, 0.13, -0.19], [-0.07, -0.05, -0.04], [0.04, 0.03, 0.02], [0.13, 0.08, 0.02], [-0.12, -0.01, 0.14], [-0.01, 0.14, -0.01], [-0.06, -0.04, 0.00], [0.04, -0.06, -0.03], [0.07, 0.11, -0.04], [-0.02, 0.06, 0.09], [0.09, -0.12, 0.14], [-0.02, -0.01, -0.04], [-0.09, 0.12, 0.08], [0.14, 0.11, -0.11], [-0.03, -0.01, 0.01], [0.03, 0.00, -0.03], [0.16, -0.16, -0.13], [0.00, -0.01, 0.03], [-0.01, 0.01, 0.06], [0.06, 0.02, 0.03], [0.03, -0.02, -0.04], [0.08, -0.01, 0.01], [0.02, -0.03, 0.00], [-0.02, 0.02, -0.06], [0.01, 0.00, 0.01], [-0.01, 0.01, -0.02], [-0.03, 0.01, -0.04], [-0.02, 0.03, -0.04], [-0.01, 0.01, -0.03], [0.01, 0.02, -0.01], [-0.06, 0.00, 0.08], [-0.10, 0.00, -0.02], [0.01, 0.01, 0.00], [-0.03, 0.00, 0.03], [-0.04, 0.02, -0.10], [-0.02, 0.00, 0.04], [0.02, 0.00, -0.03], [-0.06, 0.02, 0.05], [0.01, -0.03, -0.03], [-0.01, 0.00, 0.01], [0.04, -0.01, -0.02], [0.17, 0.00, -0.13], [0.01, 0.02, 0.00], [-0.02, 0.05, 0.00], [0.00, 0.03, -0.02], [-0.01, 0.10, -0.11], [-0.04, -0.03, -0.03], [-0.02, -0.02, 0.02], [-0.01, -0.03, -0.01], [-0.06, 0.01, 0.06], [0.00, -0.01, -0.01], [0.03, 0.04, 0.00], [0.04, -0.10, 0.01], [-0.04, -0.03, 0.05], [-0.08, 0.11, 0.03], [0.01, -0.01, -0.02], [0.02, -0.04, 0.00]], "mol_weight_g_mol": 991.7, "e_homo_ev": -0.915, "de_lowest_kj_mol": 154.5, "total_energy_ev": -180351.23399, "charge": -2}